1.
Density functional theory data (ωB97M-V/def2-TZVPD) for 2 unconnected molecules or ions with the total composition C6H9N.

```
16
Properties=species:S:1:pos:R:3:forces:R:3:nbo_charge:R:1
H -0.9923 -1.7228 0.6901 0.01 0.16 -0.04 0.263
H 0.8892 1.0348 -1.8591 -0.04 -0.10 0.10 0.225
H 0.5113 1.5366 3.0122 0.01 0.00 -0.02 -0.012
C 0.6385 0.2570 -1.1438 -0.26 0.17 -0.12 -0.105
H -2.8400 0.3435 -0.7278 0.20 -0.02 -0.01 0.202
H -1.1701 -0.1862 1.4662 0.03 -0.06 -0.05 0.283
H 0.9449 -1.7857 -1.0145 0.00 0.15 0.00 0.357
C -1.8704 0.5098 -1.1937 -0.23 0.06 -0.16 -0.381
H -1.8838 1.0662 -2.1280 0.12 -0.08 0.14 0.203
H 0.7411 0.8586 2.7915 0.00 0.11 0.11 0.008
C 0.8207 -0.6677 1.1244 -0.03 -0.06 -0.32 0.165
N 1.4635 -0.9260 -1.1929 -0.14 -0.19 -0.09 -0.503
C 1.5665 -0.0721 0.0109 0.19 0.09 0.43 -0.259
C -0.6072 -0.6925 0.6693 0.08 -0.01 0.04 -0.646
C -0.7520 0.0564 -0.6504 0.22 -0.13 0.05 -0.022
H 2.5401 0.3902 0.1457 -0.17 -0.07 -0.04 0.221
```
Positions in Å, forces in eV/Å.

- energy (eV) = -7852.1943
- Kohn-Sham gap (eV) = 8.368
- E_LUMO (Ha) = -0.0073
- relative energy (zero: lowest compared OMol25 entry of this formula, charge and spin) (kcal/mol) = 137.6
- total charge = 0



2.
Density functional theory data (ωB97M-V/def2-TZVPD) for C6H9N in the gas phase.

```
16
Properties=species:S:1:pos:R:3:forces:R:3:nbo_charge:R:1
H 2.6239 -1.4087 0.5017 -0.10 0.00 -0.04 0.212
H 2.0978 -0.7409 -1.0571 0.03 0.00 0.08 0.227
H -0.7097 -1.2452 1.8967 0.20 0.12 0.02 0.233
H -2.1477 1.7811 -2.3633 -0.03 -0.10 0.02 0.152
H 0.9474 -1.8415 2.1018 -0.11 0.17 -0.07 0.213
C 2.1289 -0.5643 0.0193 0.07 -0.02 -0.07 -0.623
C -0.7660 1.3599 -0.7369 0.06 -0.08 0.22 -0.376
H -3.3762 -0.0486 -2.0850 0.07 -0.05 0.03 0.333
N -2.6159 -0.0118 -1.4052 0.08 0.25 -0.23 -0.605
H 2.7434 0.3254 0.1903 0.01 -0.14 0.00 0.219
C 0.3438 -0.9478 1.9053 0.00 -0.01 0.03 -0.626
C -1.9147 1.0328 -1.5959 -0.09 -0.18 0.04 0.108
H 0.4975 -0.2532 2.7396 0.02 -0.09 -0.13 0.220
C -0.0636 0.4748 -0.0685 0.13 -0.03 0.05 0.154
C 0.7401 -0.3276 0.5766 -0.24 0.19 -0.03 -0.064
H -0.5290 2.4156 -0.6194 -0.09 -0.04 0.09 0.222
```
Positions in Å, forces in eV/Å.

- SMILES string = [H]/N=C/C=C=C(C)C
- energy (eV) = -7855.8590
- Kohn-Sham gap (eV) = 9.957
- E_LUMO (Ha) = 0.0354
- relative energy (zero: lowest compared OMol25 entry of this formula, charge and spin) (kcal/mol) = 53.1
- total charge = 0



3.
Density functional theory data (ωB97M-V/def2-TZVPD) for C6H9N in the gas phase.

```
16
Properties=species:S:1:pos:R:3:forces:R:3:nbo_charge:R:1
H -2.4259 -1.5228 0.6160 0.06 0.20 0.04 0.223
C -0.8001 0.0944 -1.2599 0.36 0.01 0.26 0.188
N 1.2464 1.0909 -0.2727 -0.08 0.13 -0.07 -0.399
H -1.6716 -0.7339 2.0097 0.01 0.01 -0.14 0.211
H -0.0428 1.9698 -1.6843 -0.03 -0.13 -0.01 0.264
H 0.9398 0.7008 -2.3696 -0.08 0.04 0.09 0.250
H 2.8521 -0.0398 0.6210 -0.20 0.03 -0.02 0.207
H 1.8482 -1.0042 -0.5654 -0.02 0.19 0.09 0.181
H -2.5983 0.2165 0.8326 0.21 -0.04 0.03 0.216
C 0.6123 0.2558 0.7473 -0.15 -0.08 0.19 -0.106
C -0.6197 -0.4304 0.1223 -0.02 0.05 -0.11 -0.435
H 0.5747 0.6475 1.7626 -0.03 -0.10 -0.17 0.212
C 0.3818 0.9758 -1.4635 -0.11 -0.09 -0.10 -0.446
C -1.9030 -0.6200 0.9463 -0.03 0.00 0.06 -0.588
C 1.8932 -0.1526 0.1197 0.19 -0.17 0.00 -0.256
H -0.2872 -1.4479 -0.1620 -0.08 -0.03 -0.13 0.276
```
Positions in Å, forces in eV/Å.

- energy (eV) = -7853.3663
- Kohn-Sham gap (eV) = 8.583
- E_LUMO (Ha) = 0.0029
- relative energy (zero: lowest compared OMol25 entry of this formula, charge and spin) (kcal/mol) = 110.5
- total charge = 0



4.
Density functional theory data (ωB97M-V/def2-TZVPD) for a molecular structure, C6H9N at a distorted geometry.

```
16
Properties=species:S:1:pos:R:3:forces:R:3:nbo_charge:R:1
H -3.7695 -0.4682 0.2608 0.56 0.13 0.33 0.199
C -2.7249 -0.1960 0.4541 1.54 0.09 -0.72 0.032
H 2.0098 -1.8601 -1.0784 -0.30 -0.16 0.13 0.223
H 1.0895 1.8729 -0.1072 0.59 -0.16 -0.28 0.231
C 0.9845 -0.2548 -0.1309 -6.00 2.95 1.40 0.160
H 2.1478 -1.8240 0.7142 -0.47 0.04 -0.67 0.222
H -2.0386 1.7717 -0.3609 -0.09 1.08 -2.15 0.230
C -1.8381 1.0503 0.3512 -1.61 2.13 3.49 -0.545
N -1.6116 -0.9808 0.3620 -1.40 -1.52 0.47 -0.462
C 1.6861 1.0145 -0.4456 1.80 -1.30 0.38 -0.696
C -0.7928 0.0594 0.3170 6.86 -3.09 -2.35 0.211
H 0.5383 -2.1880 -0.0089 0.19 -0.85 -0.22 0.263
C 1.4587 -1.6332 -0.1548 0.22 0.27 0.89 -0.723
H 1.9292 1.0312 -1.5346 -0.24 0.39 0.56 0.221
H 2.7189 0.9138 0.0759 -1.44 0.78 -0.67 0.212
H -1.7874 1.6913 1.2861 -0.20 -0.80 -0.59 0.222
```
Positions in Å, forces in eV/Å.

- energy (eV) = -7852.0187
- Kohn-Sham gap (spin up / spin down) (eV) = 8.324 / 7.850
- E_LUMO (spin up / spin down) (Ha) = 0.0245 / 0.0135
- relative energy (zero: lowest compared OMol25 entry of this formula, charge and spin) (kcal/mol) = 141.6
- total charge = 0



5.
Density functional theory data (ωB97M-V/def2-TZVPD) for a molecular structure, C6H9N at a distorted geometry.

```
16
Properties=species:S:1:pos:R:3:forces:R:3:nbo_charge:R:1
C -1.5692 -0.1749 0.6997 -0.20 -0.10 0.30 -0.259
N 0.7402 0.5061 0.3008 0.56 0.59 1.29 -0.634
C -0.8262 -1.1418 -0.1940 0.46 -0.24 -0.07 -0.277
C -0.0718 -0.4912 0.9116 0.27 0.21 0.07 -0.055
C 2.0978 0.2759 -0.0400 0.33 0.11 0.28 -0.401
H 2.2481 -0.7294 -0.4703 -0.22 0.25 0.15 0.193
H -0.1632 0.1926 -2.0646 -0.37 -0.04 -0.08 0.208
H 2.4350 1.0087 -0.7835 -0.01 -0.09 0.17 0.199
C -1.6438 0.7867 -0.4593 -1.00 -1.42 -1.09 -0.326
H -2.4052 1.4589 -0.7759 0.09 1.14 0.24 0.220
H 0.3095 1.4203 0.3186 1.05 -0.11 0.13 0.402
H -2.2987 -0.3738 1.4778 0.12 -0.15 -0.17 0.222
H -1.0820 -2.1705 -0.4350 0.06 0.24 0.18 0.235
H 0.2878 -0.9762 1.8210 -0.32 0.04 -0.12 0.210
C -0.7596 0.0468 -1.1710 -1.54 -0.32 -1.12 -0.110
H 2.7015 0.3618 0.8642 0.71 -0.11 -0.15 0.174
```
Positions in Å, forces in eV/Å.

- energy (eV) = -7852.8531
- Kohn-Sham gap (eV) = 8.304
- E_LUMO (Ha) = 0.0427
- relative energy (zero: lowest compared OMol25 entry of this formula, charge and spin) (kcal/mol) = 122.4
- total charge = 0



6.
Density functional theory data (ωB97M-V/def2-TZVPD) for C6H9N in the gas phase.

```
16
Properties=species:S:1:pos:R:3:forces:R:3:nbo_charge:R:1
H -0.6075 2.7185 -1.4594 0.06 -0.20 -0.07 0.219
H 1.8439 0.5233 -0.4334 -0.23 -0.05 0.04 0.215
H 2.3502 -1.3492 1.5653 -0.12 0.02 -0.05 0.215
C -0.3070 0.6638 -0.8557 0.01 0.03 0.05 0.129
H -1.4732 1.5328 -2.4440 0.21 0.00 0.12 0.210
N -1.3732 0.0243 -0.2826 -0.01 0.16 -0.12 -0.503
H 1.0538 -2.5145 1.8341 0.02 0.17 -0.02 0.215
C 0.8274 0.2095 -0.2170 0.00 0.07 0.01 -0.306
H -1.6330 -1.3992 1.3017 0.05 0.04 -0.11 0.205
H -2.3285 0.1737 -0.5711 0.20 -0.12 0.17 0.406
C -0.5352 1.7151 -1.9009 -0.02 -0.01 -0.09 -0.637
H 1.1389 -1.0415 2.8052 0.02 -0.04 -0.15 0.214
H 0.2694 1.7264 -2.6417 -0.08 0.01 0.16 0.228
C -0.9405 -0.8149 0.7131 0.07 -0.05 0.11 -0.093
C 0.4284 -0.7240 0.7902 -0.24 0.00 -0.02 -0.092
C 1.2861 -1.4441 1.7961 0.06 -0.01 0.00 -0.624
```
Positions in Å, forces in eV/Å.

- SMILES string = Cc1c[nH]c(C)c1
- energy (eV) = -7858.0435
- Kohn-Sham gap (eV) = 8.823
- E_LUMO (Ha) = 0.0385
- relative energy (zero: lowest compared OMol25 entry of this formula, charge and spin) (kcal/mol) = 2.7
- total charge = 0



7.
Density functional theory data (ωB97M-V/def2-TZVPD) for a gas-phase ion, C6H9N2 (charge +1) at a distorted geometry.

```
17
Properties=species:S:1:pos:R:3:forces:R:3:nbo_charge:R:1
H -0.6680 1.9845 -0.8417 -0.49 -1.60 -1.13 0.232
N -0.0197 -0.3593 3.1018 0.02 -0.32 -0.32 -0.176
C 1.2005 -0.7339 2.8960 -2.79 1.07 -2.79 0.152
H 0.6426 0.4755 -2.7928 -0.82 -0.82 2.30 0.270
H -1.6847 -0.9717 -0.2358 0.54 1.88 0.19 0.229
H -0.4664 -0.7621 -2.1673 0.01 -1.85 -0.31 0.233
H -1.9894 1.0106 -1.8638 2.16 0.03 0.97 0.268
H 1.5682 -1.0417 -0.5609 1.74 -2.37 -0.47 0.226
C 0.4067 -0.4140 1.7638 1.46 -0.14 1.78 0.422
C -1.2582 0.0841 -0.0098 -0.50 -1.37 1.88 -0.217
C -0.9987 0.9466 -1.2429 -1.06 0.75 0.78 -0.420
H 1.6565 0.7029 -0.3403 -0.10 -0.76 -1.41 0.228
C 0.1223 0.0352 -1.8212 0.54 3.40 -2.50 -0.446
C 1.0346 -0.1801 -0.6587 -0.17 2.69 2.30 -0.197
H 2.0678 -1.0803 3.3295 1.69 -0.55 1.23 0.261
H -1.7366 0.4828 0.8826 -0.93 0.35 -0.57 0.233
N 0.1224 -0.1790 0.5614 -1.31 -0.41 -1.96 -0.301
```
Positions in Å, forces in eV/Å.

- SMILES string = c1nc1=[N+]1CCCC1
- energy (eV) = -9337.8407
- Kohn-Sham gap (eV) = 10.990
- E_LUMO (Ha) = -0.1642
- relative energy (zero: lowest compared OMol25 entry of this formula, charge and spin) (kcal/mol) = 101.8
- total charge = +1



8.
Density functional theory data (ωB97M-V/def2-TZVPD) for a gas-phase ion, C6H9N2 (charge +1) at a distorted geometry.

```
17
Properties=species:S:1:pos:R:3:forces:R:3:nbo_charge:R:1
C -1.1547 -0.4241 0.0961 0.72 -0.30 0.10 0.091
C -0.8365 -1.8089 -0.3316 0.45 1.53 -1.25 -0.117
H -3.1211 -0.4962 0.0920 -0.11 1.26 0.41 0.245
H 1.2147 -2.5050 -0.9708 -0.81 -0.19 -0.26 0.250
C -2.2875 0.2100 0.2726 -1.76 -0.60 0.39 -0.292
C 0.1610 1.5844 0.6327 2.76 4.05 0.47 -0.443
H 3.0790 -0.6243 -0.5489 0.61 0.07 -0.37 0.449
H -2.3623 1.2672 0.6366 -0.39 -1.46 -0.67 0.239
C 0.4809 -1.7565 -0.6700 1.17 -0.21 0.63 -0.251
H -0.7549 2.1087 0.6581 -0.98 0.23 0.00 0.241
H 0.8035 2.2916 -0.0376 -1.02 -1.51 0.48 0.214
C 1.0705 -0.4158 -0.3402 -2.14 -2.33 1.10 0.516
H 0.6483 1.7827 1.6153 -0.42 -0.85 -0.33 0.242
H -1.6420 -2.5276 -0.5723 0.98 0.23 0.45 0.274
N 2.3189 0.0038 -0.4149 -2.07 2.01 0.20 -0.734
H 2.3229 1.0441 -0.3345 1.35 -1.36 -0.01 0.433
N 0.0594 0.2659 0.2177 1.67 -0.58 -1.34 -0.357
```
Positions in Å, forces in eV/Å.

- SMILES string = C=C1C=CC(=[NH2+])N1C
- energy (eV) = -9340.4093
- Kohn-Sham gap (eV) = 9.005
- E_LUMO (Ha) = -0.1778
- relative energy (zero: lowest compared OMol25 entry of this formula, charge and spin) (kcal/mol) = 42.5
- total charge = +1



9.
Density functional theory data (ωB97M-V/def2-TZVPD) for 2 unconnected molecules or ions with the total composition C6H9N2O2 at a distorted geometry.

```
19
Properties=species:S:1:pos:R:3:forces:R:3:nbo_charge:R:1
H 0.0415 2.1938 -0.5736 -0.46 3.29 1.85 0.198
C -1.3727 1.0332 2.6191 3.40 -1.90 -1.36 0.792
C 0.2525 1.2529 -0.8248 -1.13 -5.31 -4.69 0.175
H 0.4853 -2.2806 -3.5295 0.41 -0.27 0.78 0.205
C 0.7291 -1.2233 -3.4726 -2.75 1.38 -1.15 -0.636
C 0.2501 -1.0105 -1.0048 0.61 0.53 1.31 -0.134
O -2.0204 1.9735 2.9829 -1.30 1.84 1.57 -0.728
H 0.1329 -0.2396 0.8599 -0.39 2.38 -0.97 0.482
N 0.2564 0.1160 -0.1293 1.04 -4.09 0.75 -0.503
O -1.3992 0.4337 1.5221 -1.40 -0.59 -0.18 -0.824
H 1.7499 -1.0034 -3.7318 0.44 -0.07 0.02 0.208
N 0.1301 0.9390 -2.1842 1.70 -0.89 1.91 -0.517
H 0.3261 -2.1251 -0.7127 -0.11 2.39 -0.13 0.206
H -0.0128 1.0838 4.3219 -0.46 -0.48 0.65 0.193
C -0.1709 0.3884 3.4912 0.21 1.73 0.72 -0.791
H 0.0754 -0.8634 -4.3125 0.80 0.09 0.31 0.206
H 0.9312 0.3501 3.1428 -2.03 -0.50 -0.55 0.192
C 0.2648 -0.4616 -2.2337 0.55 0.54 -1.17 0.068
H -0.6490 -0.5567 3.7694 0.88 -0.07 0.34 0.209
```
Positions in Å, forces in eV/Å.

- energy (eV) = -13443.0737
- Kohn-Sham gap (eV) = 8.091
- E_LUMO (Ha) = 0.1329
- relative energy (zero: lowest compared OMol25 entry of this formula, charge and spin) (kcal/mol) = 62.0
- total charge = -1



10.
Density functional theory data (ωB97M-V/def2-TZVPD) for a gas-phase ion, C6H9N2O2 (charge +1) at a distorted geometry.

```
19
Properties=species:S:1:pos:R:3:forces:R:3:nbo_charge:R:1
H -0.2180 -2.1383 -3.3303 0.05 1.17 0.71 0.196
C 0.2825 -0.0759 -1.4279 0.35 2.68 1.01 0.404
H -0.1152 -0.9595 -4.4421 0.50 1.25 -2.63 0.232
C 0.0890 1.1418 0.6322 0.38 -2.05 1.87 -0.255
O 0.5462 -0.2604 -2.6727 1.65 0.27 -1.08 -0.427
H 1.1435 -0.5462 1.3140 0.92 -1.05 -0.54 0.198
N -1.0058 -1.3442 0.1291 0.45 0.87 -1.62 0.603
H 0.5221 2.0558 -1.2214 0.38 -0.52 -0.43 0.277
H -0.5632 1.9284 0.8804 -0.49 1.14 0.75 0.236
C 0.4282 0.1846 1.5482 -0.13 2.98 1.39 -0.114
H -1.3570 -0.7607 -3.1669 -0.08 0.11 -0.56 0.185
N -0.3180 -1.1537 -0.7648 -0.64 -1.66 0.51 -0.041
H -0.4759 -0.5791 3.2474 -0.02 -0.47 0.91 0.228
C 0.4252 1.0902 -0.7251 -0.37 -1.02 -1.63 -0.184
H -0.6876 1.1273 2.9909 0.15 0.01 0.76 0.218
O -1.6890 -1.7695 0.9307 -0.49 -0.79 1.18 -0.105
C 0.0601 0.3290 3.0368 -2.34 0.06 -3.59 -0.635
H 0.8440 0.5593 3.6813 1.41 0.11 0.99 0.252
C -0.3325 -1.0096 -3.4472 -1.67 -3.07 1.98 -0.271
```
Positions in Å, forces in eV/Å.

- SMILES string = C/C=C/C=C(\N=[N+]=O)OC
- energy (eV) = -13429.5803
- Kohn-Sham gap (spin up / spin down) (eV) = 7.613 / 7.611
- E_LUMO (spin up / spin down) (Ha) = -0.2046 / -0.2047
- relative energy (zero: lowest compared OMol25 entry of this formula, charge and spin) (kcal/mol) = 172.1
- total charge = +1



11.
Density functional theory data (ωB97M-V/def2-TZVPD) for a gas-phase ion, C6H9N2O3 (charge -1) at a distorted geometry.

```
20
Properties=species:S:1:pos:R:3:forces:R:3:nbo_charge:R:1
H 2.5191 1.0344 1.0562 -0.83 0.47 -0.56 0.183
C 1.8312 -0.9431 0.2383 0.15 1.42 1.30 -0.220
H 2.9888 -0.2482 1.8728 1.07 -1.03 1.02 0.175
O -0.0292 -2.9420 -0.3563 0.24 -0.81 -0.42 -0.744
H -0.8787 1.3143 -1.7934 1.24 -1.22 -1.27 0.197
N -1.6469 -1.3351 -0.3646 -0.69 -0.48 -0.55 -0.659
H -2.1142 2.1279 -1.3954 -2.71 0.97 0.80 0.193
C 2.1188 0.0703 1.3671 -0.83 0.90 0.76 -0.604
H 2.6070 -0.7540 -0.4808 0.77 -0.46 -0.48 0.160
H 1.3029 0.2262 2.1551 0.90 -0.32 -1.43 0.220
O -3.2451 0.1696 0.2224 0.26 0.57 0.03 -0.692
H -0.5698 3.0364 -1.6535 -0.47 -0.41 0.67 0.178
C -1.1001 2.1646 -1.2180 2.50 -0.26 -0.64 -0.291
H 1.9746 -1.8831 0.7715 -0.35 -0.62 -0.75 0.180
O -0.6056 1.8362 0.0813 -1.39 0.41 1.04 -0.482
C -1.0314 0.7194 0.6626 3.15 1.46 0.19 0.270
C -2.0323 -0.0918 0.1216 -1.98 -2.74 -1.51 0.461
H -2.4073 -2.0715 -0.4819 1.63 1.53 0.31 0.399
N 0.5686 -0.6943 -0.3703 -1.84 0.10 0.18 -0.667
C -0.2504 -1.7360 -0.4346 -0.83 0.52 1.30 0.744
```
Positions in Å, forces in eV/Å.

- energy (eV) = -15488.8425
- Kohn-Sham gap (eV) = 7.566
- E_LUMO (Ha) = 0.1363
- relative energy (zero: lowest compared OMol25 entry of this formula, charge and spin) (kcal/mol) = 62.3
- total charge = -1



12.
Density functional theory data (ωB97M-V/def2-TZVPD) for 2 unconnected molecules or ions with the total composition C6H9N2OP at a distorted geometry.

```
19
Properties=species:S:1:pos:R:3:forces:R:3:nbo_charge:R:1
H -2.8096 1.6472 1.1433 1.30 0.35 -0.15 0.214
C 0.1416 -0.5949 0.1502 2.93 -1.93 -3.40 -0.205
N 1.6223 0.4375 1.6964 2.34 -0.19 1.62 -0.821
H 2.0050 0.7375 -2.7800 1.21 -1.99 2.81 0.521
P 2.1533 -1.1640 -1.2988 -2.48 1.19 0.79 0.812
H 2.0802 -0.5021 1.7939 -0.58 1.76 0.00 0.390
O 2.4735 0.3269 -1.9312 -1.41 1.56 -2.64 -1.015
C -1.0610 -0.7213 -0.4769 -2.69 0.19 -1.13 0.122
H -2.0833 -1.8506 -1.9684 -1.74 0.00 0.21 0.377
C -2.1505 0.0499 0.0073 1.84 0.74 0.32 -0.316
H -0.1812 2.0994 1.8760 -0.43 1.44 1.21 0.200
H 3.0033 -0.8020 -0.2672 0.34 -0.41 0.70 -0.077
C -1.8737 1.1383 0.8178 -0.54 -0.70 1.21 -0.168
H -3.1602 0.0398 -0.2676 -1.16 -0.86 -1.06 0.209
H 1.8157 1.1270 2.4911 -0.82 -1.68 -1.81 0.396
N -1.2346 -1.4459 -1.6938 2.31 0.23 1.06 -0.806
C 0.4208 0.3791 1.0424 -1.22 1.09 1.69 0.118
H -0.5596 -2.1851 -1.7082 0.54 -0.32 -0.29 0.366
C -0.6019 1.2833 1.3736 0.27 -0.48 -1.15 -0.315
```
Positions in Å, forces in eV/Å.

- energy (eV) = -20681.6039
- Kohn-Sham gap (eV) = 7.773
- E_LUMO (Ha) = 0.0116
- relative energy (zero: lowest compared OMol25 entry of this formula, charge and spin) (kcal/mol) = 65.2
- total charge = 0